[1]
14
Properties=species:S:1:pos:R:3 method="wB97M-V/def2-TZVPD" total_charge=+1 gap_ev="8.372 / 6.024" spin_multiplicity=2
C -2.265 1.307 -0.431
C -0.977 0.848 -0.511
C 0.066 1.600 0.032
C 1.396 1.179 -0.062
O 2.372 1.982 0.210
H -3.048 0.889 -1.056
H -2.531 2.112 0.247
H -0.712 0.065 -1.213
H -0.229 2.334 0.783
H 1.764 0.192 -0.300
H 2.132 2.625 0.901
H 0.820 -4.790 -0.257
H 0.300 -4.975 1.146
O 0.912 -5.368 0.511

[2]
16
Properties=species:S:1:pos:R:3 method="wB97M-V/def2-TZVPD" gap_ev="7.667 / 7.106"
C -0.572 0.590 0.250
C 0.569 -1.401 -0.538
C -0.320 0.418 1.729
C 1.797 -1.861 -1.327
O 0.310 -0.048 -0.594
O -0.157 -2.163 -0.015
P -1.965 1.330 -0.598
P -0.983 3.105 0.074
H -1.214 0.125 2.316
H 0.555 -0.242 1.868
H -0.004 1.457 2.145
H 2.585 -1.879 -0.537
H 1.658 -2.954 -1.628
H 1.843 -1.246 -2.208
H -2.983 1.081 0.253
H -1.119 3.690 -1.189

[3]
15
Properties=species:S:1:pos:R:3 method="wB97M-V/def2-TZVPD" gap_ev=9.416
C -0.314 -1.667 1.481
C 0.882 -1.396 0.648
C 0.290 0.448 -0.482
C -0.548 2.419 -1.339
H -0.278 -2.711 1.744
H -0.127 -1.115 2.438
H -1.224 -1.396 1.017
H 1.762 -1.649 1.320
H 0.994 -1.799 -0.376
H -1.568 1.335 -1.719
H -0.978 3.545 -0.804
H 0.206 2.682 -2.350
O 1.073 -0.044 0.447
O 0.426 1.767 -0.499
S -0.597 -0.417 -1.528

[4]
15
Properties=species:S:1:pos:R:3 method="wB97M-V/def2-TZVPD" gap_ev="6.629 / 6.976" spin_multiplicity=3
C 0.737 0.642 0.586
C 1.461 -0.463 1.245
C -1.600 -0.281 -0.004
C -0.312 0.310 -0.541
O 1.062 1.768 0.876
O -0.696 1.506 -1.163
S 0.609 -0.824 -1.681
H 0.998 -1.437 1.124
H 2.442 -0.718 0.734
H 1.460 -0.284 2.251
H -2.318 0.548 0.103
H -1.963 -1.035 -0.758
H -1.419 -0.798 0.869
H 0.126 2.044 -1.442
H -0.585 -0.979 -2.197

[5]
16
Properties=species:S:1:pos:R:3 method="wB97M-V/def2-TZVPD" gap_ev="4.600 / 4.601"
C 0.026 -0.697 0.277
C 1.102 -1.499 0.827
C -0.853 1.668 -1.201
C -2.183 1.079 -1.427
O 3.454 -1.438 2.232
O 2.289 0.689 1.627
S 0.485 1.146 -0.289
S 2.224 -0.620 2.275
H -0.200 -1.090 -0.694
H -0.888 -0.600 0.866
H 0.883 -2.624 1.126
H 1.929 -1.583 0.022
H -0.868 2.687 -1.565
H -2.061 -0.066 -1.302
H -2.622 1.520 -2.267
H -2.718 1.427 -0.506

[6]
16
Properties=species:S:1:pos:R:3 method="wB97M-V/def2-TZVPD" gap_ev=4.284
C 2.310 0.107 -1.257
C 1.268 0.155 1.311
O 1.944 -0.856 1.494
O 1.527 1.349 1.248
C 1.436 -0.538 -2.049
S -1.461 -1.124 -0.733
S -1.747 0.678 -0.042
C -3.032 0.353 1.183
H 3.086 -0.497 -0.809
H 2.236 1.133 -0.940
H 0.176 -0.097 1.114
H 1.027 -1.526 -1.868
H 1.054 -0.011 -2.927
H -3.303 1.282 1.672
H -2.621 -0.341 1.892
H -3.900 -0.067 0.711

We obtain total energy values of -8362.7134, -26946.9922, -19203.9478, -19203.0690, -30038.7077, -30037.1768 eV for the records listed above, in that order.
We obtain energy relative to the best compared isomer or geometry (same formula, charge and spin) values of 0.5141, 1.5500, 4.4504, 0.8312, 5.0839, 6.6147 eV for the records listed above, in that order.